No. 1
Density functional theory data (wB97M-V/def2-TZVPD) for a single C8H10IN3 molecule in a non-equilibrium geometry.

Results
* SMILES: CC1=C(C)c2nccn2N(I)C1
* DFT total energy: -772.69684 hartree
* HOMO (spin up / spin down): -8.38 / -8.67 eV

Atoms and positions in Å:
C: 1.148 2.233 -1.189
C: 0.342 0.991 -0.684
C: 0.844 -0.127 -0.180
C: 2.284 -0.543 -0.179
C: -0.069 -1.098 0.360
N: 0.153 -2.293 0.821
C: -1.055 -2.803 1.294
C: -2.034 -1.819 1.153
N: -1.417 -0.774 0.383
N: -1.924 0.422 0.180
I: -1.838 1.752 2.393
C: -1.150 1.199 -0.731
H: 1.786 2.750 -0.375
H: 0.482 2.940 -1.612
H: 1.868 1.770 -1.885
H: 2.255 -1.543 -0.643
H: 2.641 -0.785 0.869
H: 2.826 0.078 -0.922
H: -0.967 -3.784 1.721
H: -3.092 -1.824 1.474
H: -1.382 2.315 -0.517
H: -1.701 0.944 -1.733

---

No. 2
Density functional theory data (wB97M-V/def2-TZVPD) for a molecular structure, C8H10INYb in a non-equilibrium geometry.

Results
* spin multiplicity: 2
* net charge: -1
* DFT total energy: -1821.95438 hartree
* HOMO (spin up / spin down): -2.85 / -2.80 eV

Atoms and positions in Å:
C: 1.021 -1.312 -0.881
C: -0.370 -1.243 -1.141
C: -1.050 -1.960 -0.122
C: -0.066 -2.460 0.784
C: 1.208 -2.055 0.311
Yb: -0.083 -0.017 1.041
C: -1.529 1.761 -0.010
C: -0.368 2.079 -0.593
C: 0.631 2.604 -1.296
N: 1.705 1.226 1.334
H: -2.129 -2.015 0.005
H: -0.850 -0.686 -1.961
H: -0.284 -2.953 1.739
H: 2.172 -2.224 0.823
H: 1.801 -0.824 -1.479
H: -2.184 1.006 -0.474
H: 2.588 1.736 1.364
H: -1.850 2.154 0.963
H: 0.427 3.407 -2.022
H: 1.658 2.271 -1.206
I: -2.448 -0.494 2.824

---

No. 3
Density functional theory data (wB97M-V/def2-TZVPD) for a molecular structure, C8H10MnN5O2S.

Results
* spin multiplicity: 2
* net charge: +1
* DFT total energy: -2284.00694 hartree
* HOMO (spin up / spin down): -12.41 / -11.71 eV

Atoms and positions in Å:
Mn: -0.383 -0.251 0.469
C: 3.549 1.293 -0.227
C: 2.089 1.017 -0.099
N: 1.509 -0.128 -0.121
N: 2.209 -1.292 -0.236
C: 1.508 -2.450 -0.298
N: 2.218 -3.570 -0.355
S: -0.183 -2.476 -0.344
C: 1.131 2.128 0.099
C: 1.502 3.459 0.123
C: 0.514 4.423 0.274
C: -0.806 4.029 0.389
C: -1.102 2.676 0.374
N: -0.158 1.745 0.236
H: 4.151 0.413 -0.435
H: 3.926 1.749 0.690
H: 3.718 1.997 -1.043
H: 3.214 -1.278 -0.160
H: 3.225 -3.590 -0.330
H: 1.726 -4.448 -0.383
H: 2.539 3.745 0.024
H: 0.780 5.471 0.298
H: -1.603 4.749 0.505
H: -2.116 2.319 0.493
O: 0.220 -0.366 2.320
N: -0.950 -0.329 2.824
O: -1.816 -0.231 1.923

---

No. 4
Density functional theory data (wB97M-V/def2-TZVPD) for 2 unconnected molecules or ions with the total composition C8H10N2 in a non-equilibrium geometry.

Results
* DFT total energy: -420.14837 hartree
* HOMO (spin up / spin down): -7.48 / -7.33 eV

Atoms and positions in Å:
C: -1.647 -0.315 1.879
C: -0.253 -1.000 1.672
C: -2.292 -0.513 0.667
C: -0.261 -1.489 0.343
C: 1.434 0.571 -1.885
C: 0.114 0.409 -2.018
C: 1.719 1.150 -0.501
C: -1.402 -1.078 -0.320
N: 0.241 1.369 -0.070
N: -0.570 0.852 -0.943
H: -1.835 0.291 2.696
H: 0.593 -0.840 2.323
H: -3.274 -0.074 0.312
H: 0.682 -1.955 -0.144
H: 2.212 0.354 -2.570
H: -0.325 -0.088 -2.970
H: 2.338 0.357 0.024
H: 2.203 2.206 -0.421
H: -1.562 -1.221 -1.353
H: -0.011 1.143 0.907

---

No. 5
Density functional theory data (wB97M-V/def2-TZVPD) for a single C8H10N2 molecule in a non-equilibrium geometry.

Results
* DFT total energy: -420.19957 hartree
* HOMO (spin up / spin down): -7.50 / -7.52 eV

Atoms and positions in Å:
C: 3.424 0.377 0.058
C: 3.023 -0.857 0.541
C: 2.553 1.256 -0.525
C: 1.741 -1.330 0.385
C: 1.223 0.802 -0.592
C: 0.756 -0.414 -0.082
C: -1.894 1.152 0.612
C: -2.750 -0.907 -0.383
N: -0.496 -0.878 -0.311
N: -1.608 -0.069 -0.004
H: 4.476 0.661 -0.011
H: 3.840 -1.532 0.830
H: 2.755 2.318 -0.861
H: 1.237 -2.271 0.706
H: 0.412 1.327 -1.060
H: -1.048 1.850 0.432
H: -2.876 1.503 0.693
H: -3.666 -0.500 -0.906
H: -2.374 -1.752 -1.069
H: -3.240 -1.402 0.550

---

No. 6
Density functional theory data (wB97M-V/def2-TZVPD) for a single C8H10N2 molecule in a non-equilibrium geometry.

Results
* SMILES: C#C[C@]12CCC[C@H]1CN=N2
* DFT total energy: -420.21394 hartree
* HOMO: -8.82 eV

Atoms and positions in Å:
C: -1.216 -3.229 0.814
C: -0.947 -2.082 0.669
C: -0.867 -0.579 0.431
C: -1.227 -0.026 -0.946
C: 0.144 0.175 -1.624
C: 1.007 0.716 -0.415
C: 0.446 0.075 0.879
C: -0.026 1.084 1.930
N: -1.377 0.757 2.200
N: -1.865 -0.045 1.463
H: -1.617 -4.257 0.937
H: -1.644 0.979 -0.885
H: -1.851 -0.791 -1.511
H: 0.033 1.036 -2.349
H: 0.483 -0.686 -2.095
H: 2.017 0.398 -0.648
H: 0.916 1.796 -0.314
H: 1.034 -0.616 1.315
H: 0.463 0.962 2.860
H: 0.016 2.151 1.628

---

No. 7
Density functional theory data (wB97M-V/def2-TZVPD) for a molecular structure, C8H10N2Nd in a non-equilibrium geometry.

Results
* spin multiplicity: 4
* net charge: -1
* DFT total energy: -981.69940 hartree
* HOMO (spin up / spin down): -2.48 / -2.51 eV

Atoms and positions in Å:
C: -0.908 1.208 -1.489
C: 0.492 0.944 -1.652
C: 1.197 1.825 -0.846
C: 0.313 2.673 -0.160
C: -1.029 2.273 -0.531
Nd: 0.270 0.186 0.818
N: -1.148 -1.502 0.513
C: -0.352 -2.740 0.262
C: 0.918 -2.351 -0.448
H: 2.339 1.961 -0.858
H: 0.906 0.182 -2.359
H: 0.543 3.478 0.568
H: -1.956 2.655 -0.122
H: -1.720 0.584 -1.883
H: 0.842 -2.050 -1.506
H: -1.058 -3.336 -0.398
H: -2.153 -1.375 0.613
H: 1.791 -2.157 0.201
H: -0.195 -3.248 1.259
N: 0.497 0.297 4.581
C: 0.410 0.493 3.439

---

No. 8
Density functional theory data (wB97M-V/def2-TZVPD) for a single C8H10N2O molecule in a non-equilibrium geometry.

Results
* SMILES: C[C@@](N)(C#N)Cc1ccco1
* DFT total energy: -495.50208 hartree
* HOMO: -8.11 eV

Atoms and positions in Å:
C: 1.503 -0.244 -1.123
C: 1.207 0.648 0.070
N: 2.253 1.099 0.924
C: 0.538 1.870 -0.498
N: 0.220 2.925 -0.827
C: -0.107 -0.178 1.078
C: -1.421 0.013 0.504
C: -1.999 -0.763 -0.477
C: -3.248 -0.137 -0.698
C: -3.341 0.903 0.203
O: -2.179 1.068 0.888
H: 2.150 -1.108 -0.874
H: 2.185 0.330 -1.754
H: 0.495 -0.502 -1.612
H: 1.960 2.012 1.414
H: 2.675 0.328 1.548
H: 0.020 -1.291 0.918
H: 0.120 0.084 2.132
H: -1.521 -1.631 -0.895
H: -4.153 -0.517 -1.072
H: -4.172 1.525 0.399

---

No. 9
Density functional theory data (wB97M-V/def2-TZVPD) for a single C8H10N2O molecule in a non-equilibrium geometry.

Results
* SMILES: Cc1ccccc1/N=C\NO
* DFT total energy: -495.50544 hartree
* HOMO: -8.36 eV

Atoms and positions in Å:
C: -0.941 -1.734 -1.034
C: -0.904 -0.623 0.037
C: -1.300 -0.880 1.307
C: -1.197 0.016 2.371
C: -0.535 1.214 2.160
C: -0.234 1.485 0.843
C: -0.354 0.682 -0.248
N: -0.033 1.142 -1.562
C: 1.148 0.929 -2.017
N: 2.227 0.436 -1.399
O: 2.291 -0.037 -0.116
H: -1.127 -1.261 -2.036
H: -1.627 -2.516 -0.771
H: 0.064 -2.176 -1.173
H: -1.873 -1.772 1.517
H: -1.540 -0.323 3.362
H: -0.444 1.921 2.918
H: 0.283 2.460 0.707
H: 1.448 1.224 -2.994
H: 3.150 0.424 -1.816
H: 1.497 -0.612 -0.055

---

No. 10
Density functional theory data (wB97M-V/def2-TZVPD) for a gas-phase ion, C8H10NO2 (charge -1) in a non-equilibrium geometry.

Results
* SMILES: CCC(/C=C\C(C)=C=O)=N\[O-]
* net charge: -1
* DFT total energy: -515.97516 hartree
* HOMO (spin up / spin down): -2.37 / -2.37 eV

Atoms and positions in Å:
C: 2.646 0.644 -0.558
C: 1.871 1.195 0.581
C: 0.377 0.944 0.485
C: 0.006 -0.417 0.297
C: -1.314 -0.849 0.391
C: -2.417 -0.159 0.075
C: -3.790 -0.822 -0.204
C: -2.382 1.188 -0.170
O: -3.005 2.098 -0.722
N: -0.446 1.974 0.431
O: -0.134 3.155 0.445
H: 3.688 1.067 -0.683
H: 2.034 0.736 -1.477
H: 2.797 -0.438 -0.474
H: 1.939 2.260 0.792
H: 2.144 0.669 1.493
H: 0.704 -1.251 0.448
H: -1.438 -1.942 0.386
H: -4.466 -0.489 0.537
H: -3.721 -1.944 -0.277
H: -4.128 -0.438 -1.226

---

No. 11
Density functional theory data (wB97M-V/def2-TZVPD) for 2 unconnected molecules or ions with the total composition C8H10NO3P in a non-equilibrium geometry.

Results
* net charge: -2
* DFT total energy: -932.70827 hartree
* HOMO: 0.49 eV

Atoms and positions in Å:
C: -0.033 1.688 1.097
C: 1.810 2.006 -0.335
C: -0.064 0.397 0.836
C: 1.771 0.648 -0.643
C: 0.904 2.576 0.495
C: 0.750 -0.221 -0.154
C: 0.828 4.059 0.609
C: -0.083 -2.422 -0.082
N: 0.773 -1.477 -0.571
O: -2.809 -4.701 -2.519
O: -3.817 -3.117 -0.770
O: -2.088 -4.874 -0.062
P: -2.854 -4.178 -1.140
H: -0.726 2.026 1.827
H: 2.698 2.548 -0.728
H: -0.835 -0.123 1.458
H: 2.459 0.161 -1.216
H: 0.396 4.620 1.451
H: 1.834 4.338 0.415
H: 0.172 4.484 -0.326
H: 0.172 -3.467 -0.485
H: -0.129 -2.629 1.124
H: -1.130 -2.339 -0.280

---

No. 12
Density functional theory data (wB97M-V/def2-TZVPD) for a single C8H10O molecule in a non-equilibrium geometry.

Results
* SMILES: C#C/C(C)=C/C=C/CO
* DFT total energy: -385.92136 hartree
* HOMO: -8.03 eV

Atoms and positions in Å:
C: -4.082 -0.521 0.523
C: -2.999 -0.042 0.183
C: -1.573 0.254 -0.134
C: -1.118 1.643 -0.203
C: -0.827 -0.827 -0.459
C: 0.606 -0.909 -0.343
C: 1.510 0.021 0.079
C: 2.922 0.125 -0.381
O: 3.802 -0.021 0.726
H: -5.037 -0.977 0.757
H: -1.816 2.220 -0.839
H: -1.119 2.049 0.796
H: -0.113 1.759 -0.605
H: -1.288 -1.727 -0.797
H: 1.083 -1.865 -0.664
H: 1.264 0.749 0.801
H: 3.075 -0.680 -1.124
H: 3.109 1.109 -0.751
H: 3.802 -0.938 1.034